Record 1
The following is a quantum chemistry calculation of a cluster of 21 separate species, C82H216N10O42 in total in a non-equilibrium geometry, from the OMol25 dataset.

Properties
Kohn-Sham gap = 8.4 eV
lowest unoccupied orbital energy = 0.331 eV
energy relative to the best compared isomer or geometry (same formula, charge and spin) = 2.0638 eV

Geometry as ORCA input:
```
! RIJCOSX wB97M-V def2-TZVPD def2/J DEFGRID3
* xyz 0 1
C -0.84763 -4.73555 3.05352
O -2.19477 -5.06592 2.84102
C -2.97981 -4.18297 2.06378
C -4.38915 -4.78425 1.67046
N -4.21394 -6.16050 1.31543
C -5.49282 -6.82579 1.48561
C -5.37847 -8.26642 1.05512
O -5.35445 -8.37183 -0.38562
C -5.58253 -9.69335 -0.83120
H -0.71147 -3.90897 3.75089
H -0.37712 -4.49793 2.09944
H -0.33200 -5.65750 3.32228
H -2.42239 -3.77287 1.22164
H -3.18069 -3.36507 2.75572
H -4.95539 -4.25846 0.90168
H -5.04010 -4.61185 2.52757
H -4.03155 -6.20325 0.32295
H -6.34069 -6.31951 1.02420
H -5.73200 -6.84238 2.54892
H -6.23868 -8.85541 1.37331
H -4.51539 -8.75665 1.50552
H -5.09091 -10.41349 -0.17712
H -5.26906 -9.95248 -1.84248
H -6.65852 -9.82239 -0.71411
C 9.17396 -7.47903 -3.24475
O 9.06889 -6.14350 -3.52551
C 8.82667 -5.40171 -2.31708
C 8.82732 -3.89404 -2.61865
N 7.52599 -3.53901 -3.25369
C 7.64528 -2.24215 -4.01179
C 6.35844 -1.53924 -4.39647
O 5.68894 -2.35453 -5.31465
C 4.33297 -1.83575 -5.57148
H 10.11522 -7.63682 -2.71823
H 9.29002 -7.97745 -4.20715
H 8.30128 -7.89206 -2.73886
H 9.61756 -5.51431 -1.57552
H 7.84241 -5.61542 -1.90037
H 9.60194 -3.62917 -3.33830
H 8.93244 -3.31688 -1.69999
H 7.32868 -4.25419 -3.93903
H 8.43331 -2.36740 -4.75436
H 8.09852 -1.54943 -3.30270
H 6.44981 -0.51813 -4.76672
H 5.70471 -1.51286 -3.52466
H 4.21459 -0.75639 -5.47628
H 3.63447 -2.19841 -4.81738
H 3.95685 -2.20393 -6.52599
C 2.80314 5.45060 -1.54463
O 2.79037 4.27952 -0.79381
C 3.19931 4.55732 0.54196
C 3.23981 3.32694 1.44164
N 1.85647 2.85165 1.69647
C 1.67921 1.46521 2.11096
C 0.31907 1.34325 2.83362
O -0.04679 -0.01961 2.98165
C -1.11200 -0.22710 3.83324
H 2.07108 6.13115 -1.10985
H 2.50259 5.31149 -2.58310
H 3.76359 5.94470 -1.69130
H 2.45183 5.25204 0.92502
H 4.13527 5.10385 0.65768
H 3.63948 3.59785 2.41887
H 3.77296 2.50356 0.96636
H 1.22747 3.11926 0.95294
H 2.43538 1.06720 2.78764
H 1.79364 0.83023 1.23243
H -0.43752 1.80196 2.19703
H 0.32751 1.91988 3.75857
H -0.82939 -0.33616 4.88030
H -1.55295 -1.17355 3.52036
H -1.88877 0.51447 3.64668
C -11.65001 9.34062 2.51001
O -10.23290 9.02318 2.44072
C -9.24383 9.74291 3.20097
C -7.87360 9.26922 2.82662
N -7.52644 7.98997 3.43527
C -6.37902 7.37012 2.82536
C -6.09248 5.98711 3.39772
O -5.12647 5.19178 2.63302
C -4.79425 3.91146 3.17805
H -12.22417 8.72883 1.81419
H -11.85066 10.39061 2.29705
H -12.04140 9.17175 3.51320
H -9.56049 9.66384 4.24096
H -9.08722 10.80008 2.98660
H -7.08194 9.94341 3.15348
H -7.93795 9.14873 1.74521
H -8.27242 7.30976 3.40485
H -5.41172 7.86560 2.90860
H -6.41753 7.18794 1.75139
H -6.94404 5.30728 3.36980
H -5.81694 6.01281 4.45200
H -4.24864 3.91608 4.12166
H -4.15303 3.36455 2.48681
H -5.67945 3.30747 3.37736
C -1.13675 4.85338 -4.54386
O 0.23406 4.33616 -4.27864
C 0.87294 3.75081 -5.43088
C 2.27650 3.32836 -4.99122
N 2.83075 2.34543 -6.04205
C 4.29001 2.05310 -5.74866
C 5.24903 3.23203 -5.94772
O 6.58935 2.89465 -5.90608
C 7.39283 3.97716 -6.23633
H -0.99760 5.75144 -5.14571
H -1.78017 5.04858 -3.68595
H -1.73620 4.06975 -5.00721
H 0.98465 4.58056 -6.12883
H 0.30650 2.93224 -5.87493
H 2.30206 2.97732 -3.95961
H 2.91653 4.20528 -5.08848
H 2.29857 1.49701 -5.91145
H 4.53994 1.35581 -6.54829
H 4.43486 1.48341 -4.83074
H 5.03870 4.06955 -5.28257
H 4.98082 3.56528 -6.95028
H 8.37047 3.51448 -6.37145
H 7.41556 4.75243 -5.47046
H 7.26523 4.54073 -7.16057
C -7.74299 2.11421 11.97059
O -8.19181 1.21218 10.99928
C -7.99867 -0.16122 11.33972
C -7.72921 -1.04978 10.10875
N -6.36556 -0.87026 9.63894
C -6.28511 0.27335 8.72962
C -4.91670 0.24974 8.07162
O -4.84691 -0.84264 7.08710
C -3.68668 -0.76564 6.26021
H -6.65581 2.09161 12.04565
H -8.17348 2.00389 12.96588
H -7.99221 3.11677 11.62295
H -8.89339 -0.50608 11.85803
H -7.19979 -0.28502 12.07086
H -8.51811 -0.94260 9.36427
H -7.88853 -2.10238 10.34273
H -6.18774 -1.62886 8.99629
H -6.46843 1.25766 9.16047
H -7.02081 0.29728 7.92572
H -4.11009 0.28546 8.80387
H -4.85659 1.20992 7.55922
H -3.46400 0.24518 5.91851
H -3.76258 -1.55086 5.50804
H -2.82751 -1.13761 6.81839
C 1.28920 7.80127 2.10408
O 0.22870 7.54455 2.95381
C -0.94379 8.15265 2.46842
C -2.18709 7.26448 2.68597
N -2.46659 6.32752 1.61796
C -1.45088 5.25811 1.55460
C -1.78723 4.46389 0.30917
O -0.64444 3.63244 0.04667
C -0.51815 3.22144 -1.35421
H 2.18809 7.34186 2.51521
H 1.46532 8.86723 1.95978
H 1.27281 7.30042 1.13610
H -0.89295 8.46866 1.42647
H -1.13663 9.07237 3.02071
H -3.09003 7.87476 2.66717
H -2.27019 6.87410 3.70027
H -3.35398 5.93164 1.89348
H -1.55656 4.63147 2.44018
H -0.38309 5.45172 1.45240
H -1.94013 5.09029 -0.56966
H -2.67557 3.85388 0.47301
H -1.16027 2.34744 -1.46332
H 0.48330 2.81011 -1.48073
H -0.70017 3.94311 -2.15054
C -4.23507 -2.32718 -4.46158
O -4.27640 -1.13772 -3.69737
C -5.46741 -0.92449 -2.95958
C -5.58614 0.54061 -2.51905
N -4.80398 0.78208 -1.24790
C -4.56973 2.14699 -0.89097
C -5.81325 3.04560 -0.79913
O -6.62527 2.65212 0.32541
C -7.60833 3.55071 0.81376
H -4.29730 -3.17120 -3.77466
H -3.31673 -2.27909 -5.04677
H -4.98224 -2.24839 -5.25129
H -5.57638 -1.70880 -2.21052
H -6.37395 -0.98719 -3.56153
H -6.62953 0.82110 -2.37492
H -5.11602 1.12870 -3.30723
H -4.04248 0.14203 -1.07308
H -3.85511 2.68489 -1.51394
H -4.09166 2.08879 0.08686
H -6.34623 3.04980 -1.74993
H -5.43263 4.05074 -0.61772
H -7.27053 4.56837 1.00959
H -8.03681 3.13275 1.72471
H -8.38455 3.54345 0.04856
C -2.16905 -0.13491 0.41240
O -2.17588 -0.51682 -0.96609
C -1.85241 -1.88743 -1.25735
C -0.64779 -2.56737 -0.57551
N 0.55110 -1.88735 -1.06438
C 1.73359 -2.31851 -0.35604
C 3.02232 -1.60957 -0.87926
O 2.88870 -0.20538 -0.82513
C 3.94826 0.53647 -1.39393
H -3.03583 -0.60321 0.87874
H -2.24511 0.94119 0.56838
H -1.26442 -0.50777 0.89273
H -1.86105 -1.95439 -2.34526
H -2.72975 -2.47650 -0.99019
H -0.77573 -3.62677 -0.79780
H -0.70739 -2.61063 0.51200
H 0.44093 -0.88741 -0.97456
H 1.76738 -3.40607 -0.42054
H 1.68361 -2.17484 0.72329
H 3.15810 -2.02282 -1.87871
H 3.87692 -2.00937 -0.33344
H 3.83150 1.59948 -1.18305
H 3.92312 0.55010 -2.48356
H 4.92696 0.19074 -1.06118
C 10.63328 2.96128 -3.67683
O 9.84301 1.80833 -3.79748
C 9.08342 1.45085 -2.63599
C 7.73243 2.21170 -2.50649
N 7.87473 3.56645 -2.16118
C 6.58902 4.26867 -2.07165
C 6.73886 5.83852 -2.08499
O 7.12811 6.24603 -3.37129
C 7.22252 7.67949 -3.44171
H 11.40269 2.98483 -4.44855
H 11.16516 2.90749 -2.72693
H 10.11944 3.91478 -3.79888
H 9.61710 1.47143 -1.68581
H 8.68566 0.43605 -2.62695
H 7.12895 1.81201 -1.69153
H 7.11889 2.03059 -3.38903
H 8.30718 4.07888 -2.91649
H 6.12668 3.93330 -1.14329
H 5.95183 4.02850 -2.92278
H 7.50061 6.10892 -1.35375
H 5.87850 6.38784 -1.70274
H 6.51574 8.24657 -2.83591
H 7.23894 8.07836 -4.45597
H 8.14919 7.79170 -2.87887
C -1.57148 1.00217 -4.28937
C -0.72320 0.36748 -5.41194
O 0.65448 0.46832 -5.11528
O -2.89848 1.07977 -4.64992
H -1.11949 1.92895 -3.93599
H -1.47970 0.36538 -3.40951
H -0.94876 0.90719 -6.33168
H -1.02294 -0.67835 -5.47903
H 0.92221 -0.25081 -4.53843
H -3.41266 0.44656 -4.14370
C -2.39364 -5.80529 -4.03221
C -3.60229 -6.02342 -3.04160
O -3.37927 -5.36629 -1.75953
O -1.18569 -6.42896 -3.61106
H -2.23552 -4.72697 -4.05031
H -2.62930 -6.13831 -5.04299
H -3.68813 -7.10369 -2.92435
H -4.58021 -5.74534 -3.43460
H -2.53600 -5.68287 -1.42747
H -0.49256 -6.10360 -4.19012
C 2.84662 -2.14596 4.45497
C 2.12403 -1.77117 5.75254
O 1.78797 -0.40278 5.83410
O 1.92657 -2.04919 3.39284
H 3.28303 -3.13665 4.58225
H 3.70083 -1.49696 4.26202
H 2.75348 -2.03451 6.60256
H 1.14740 -2.24514 5.85082
H 2.57397 0.14831 5.82370
H 1.70129 -1.11753 3.44643
C 4.26334 -5.13052 -4.01551
C 4.71017 -5.16111 -2.52924
O 5.12774 -3.92639 -1.94261
O 5.39265 -4.93769 -4.83556
H 3.59489 -4.30207 -4.24989
H 3.76453 -6.04075 -4.34832
H 5.53106 -5.86778 -2.40739
H 3.86363 -5.57013 -1.97772
H 6.01499 -3.78052 -2.27891
H 5.46103 -3.99002 -4.69832
C 4.07351 -4.31766 1.46795
C 5.40567 -4.89793 1.94956
O 5.95743 -4.14665 3.01257
O 3.08860 -4.80542 2.34979
H 3.83217 -4.66475 0.46327
H 4.04988 -3.23974 1.62806
H 6.14714 -4.66065 1.18665
H 5.25722 -5.96194 2.13379
H 5.73924 -4.56327 3.84948
H 2.52999 -4.08123 2.64153
C -6.57649 -1.16869 1.08746
C -5.77399 -0.44072 2.22537
O -5.31039 -1.42431 3.17155
O -7.68182 -1.99012 1.61636
H -5.91650 -1.80564 0.49856
H -7.06648 -0.48328 0.39593
H -6.35199 0.34616 2.70998
H -5.07950 0.17804 1.65710
H -6.07058 -1.79436 3.62628
H -7.31735 -2.77060 2.04017
C 0.97170 -7.19148 0.72222
C 0.31721 -6.38029 -0.43693
O -1.07398 -6.22263 -0.26381
O 0.58737 -8.50434 0.42801
H 0.72357 -6.79181 1.70547
H 2.05103 -7.06647 0.63549
H 0.60651 -6.73480 -1.42624
H 0.72583 -5.37309 -0.35521
H -1.42321 -6.71618 0.48187
H -0.29745 -8.59976 0.78800
C 6.66315 1.90791 2.45970
C 7.75087 1.64586 3.47723
O 8.47187 0.48317 3.12442
O 5.66191 0.99904 2.64374
H 7.04049 1.83512 1.43969
H 6.29368 2.91967 2.62682
H 7.35135 1.53806 4.48563
H 8.40741 2.51542 3.50757
H 7.88191 -0.27411 3.13271
H 5.92165 0.09395 2.45679
C 7.81407 -1.07317 -0.13218
C 7.12392 -2.09076 0.77901
O 6.73051 -1.54711 2.07415
O 9.06927 -0.75490 0.38296
H 7.18176 -0.18533 -0.13798
H 7.78316 -1.51011 -1.13029
H 7.68337 -3.02377 0.84681
H 6.19600 -2.36403 0.27662
H 6.33180 -2.27343 2.55900
H 8.94751 -0.33311 1.23669
C -8.66710 -4.11987 -0.58685
C -7.52410 -4.13654 -1.60411
O -7.98646 -3.37724 -2.68888
O -9.85213 -4.79983 -1.07081
H -8.90683 -3.06911 -0.42394
H -8.24413 -4.51036 0.33874
H -7.32952 -5.16441 -1.91023
H -6.62767 -3.68258 -1.18169
H -8.41668 -4.00849 -3.27029
H -10.42235 -4.36184 -1.70691
C 0.55456 -3.28439 -4.11069
C 0.67236 -3.70500 -5.56655
O 0.12861 -5.04368 -5.60727
O 0.88690 -1.91279 -3.82218
H 1.14272 -3.93663 -3.46513
H -0.46661 -3.37145 -3.73956
H 1.65257 -3.60391 -6.03246
H 0.13377 -3.11727 -6.30992
H 0.59505 -5.53970 -6.28402
H 0.63898 -1.85828 -2.89635
*
```

Mulliken population analysis, charges in e, atoms 1 to 2: -0.38, -0.58

---

Record 2
The following is a quantum chemistry calculation of a structure of composition C22H21NOS4W in a non-equilibrium geometry, from the OMol25 dataset.

Properties
Kohn-Sham gap (alpha / beta) = 6.1 / 6.1 eV
lowest unoccupied orbital energy (alpha / beta) = -7.800 / -7.801 eV

Geometry as ORCA input:
```
! RIJCOSX wB97M-V def2-TZVPD def2/J DEFGRID3
* xyz 2 1
W -0.07021 -0.52686 0.13403
S -0.03615 -0.15506 2.48145
C 1.67106 -0.33570 2.89186
C 2.00508 -0.47488 4.23903
C 3.32871 -0.58632 4.63257
C 4.34643 -0.55549 3.68852
C 4.03291 -0.41404 2.34688
C 2.70504 -0.28823 1.95252
S 2.40775 -0.14447 0.18635
C 2.52077 1.64637 -0.13292
C 1.19373 2.33763 -0.23873
C 1.17175 3.68966 -0.53732
C -0.04172 4.34813 -0.60941
C -1.19885 3.63749 -0.33096
C -1.11727 2.29406 -0.02156
C -2.35943 1.59156 0.44576
S -2.50925 -0.17200 0.00652
C -2.86087 -0.12983 -1.74745
C -4.19124 -0.02555 -2.13384
C -4.51423 -0.02828 -3.48191
C -3.50510 -0.12749 -4.43027
C -2.17840 -0.23625 -4.04031
C -1.84113 -0.25846 -2.68919
S -0.16019 -0.59148 -2.24803
N 0.06769 1.63647 -0.02339
H 1.20954 -0.49937 4.97242
H 3.56464 -0.70099 5.68193
H 5.38022 -0.64219 3.99306
H 4.81718 -0.39425 1.59928
H 3.08004 1.75186 -1.06344
H 3.11628 2.07895 0.67055
H 2.10064 4.21604 -0.70873
H -0.08789 5.39919 -0.86010
H -2.16369 4.12510 -0.33982
H -3.25137 2.09983 0.08713
H -2.38076 1.59013 1.53993
H -4.96593 0.06009 -1.38101
H -5.55036 0.03484 -3.78405
H -3.75289 -0.13305 -5.48320
H -1.39042 -0.31885 -4.77761
C -1.35502 -3.64479 -0.40007
O -0.68857 -2.56659 0.33525
C 0.62937 -2.37988 0.33347
C 1.63156 -3.44078 0.24419
H -0.87306 -3.77685 -1.36622
H -2.39012 -3.34550 -0.52686
H -1.30469 -4.55195 0.19593
H 1.20082 -4.43173 0.11132
H 2.23496 -3.44173 1.15883
H 2.32268 -3.21847 -0.57241
*
```

natural (NBO) population analysis, charges in e, atoms 1 to 2: 0.52, 0.07

---

Record 3
The following is a quantum chemistry calculation of an isolated molecule of C8H15NOS2, from the OMol25 dataset.

Properties
Kohn-Sham gap = 8.4 eV
lowest unoccupied orbital energy = 0.644 eV
energy relative to the best compared isomer or geometry (same formula, charge and spin) = 0.0000 eV
SMILES string = NC(=O)CCCC[C@H]1CCSS1

Geometry as ORCA input:
```
! RIJCOSX wB97M-V def2-TZVPD def2/J DEFGRID3
* xyz 0 1
N 2.42817 2.48536 -0.34358
C 2.30545 1.33783 0.36375
O 1.93633 1.33178 1.51593
C 2.70045 0.08227 -0.39998
C 1.92345 -1.14067 0.08880
C 0.54491 -1.27373 -0.55778
C -0.34373 -0.05590 -0.30742
C -1.79188 -0.30753 -0.71916
H -1.82080 -0.83809 -1.67359
C -2.60233 -1.04579 0.34238
C -3.11762 -0.04895 1.36673
H -2.30838 0.45205 1.89851
H -3.80662 -0.49759 2.07841
S -4.06102 1.18951 0.42267
S -2.60446 1.33172 -1.03676
H -3.45452 -1.54743 -0.12178
H -1.97815 -1.79822 0.82749
H 0.03626 0.79250 -0.87931
H -0.30124 0.21833 0.74774
H 0.06370 -2.16805 -0.15481
H 0.65747 -1.42109 -1.63541
H 2.49574 -2.04572 -0.12365
H 1.81126 -1.05409 1.17141
H 3.76684 -0.06848 -0.21194
H 2.56268 0.22702 -1.47245
H 2.74634 2.50489 -1.29529
H 2.21171 3.35807 0.10907
*
```

natural (NBO) population analysis, charges in e, atoms 1 to 2: -0.82, 0.68

---

Record 4
The following is a quantum chemistry calculation of an isolated molecule of C4H8OS in a non-equilibrium geometry, from the OMol25 dataset.

Properties
Kohn-Sham gap = 9.9 eV
lowest unoccupied orbital energy = 0.944 eV
energy relative to the best compared isomer or geometry (same formula, charge and spin) = 2.3161 eV

Geometry as ORCA input:
```
! RIJCOSX wB97M-V def2-TZVPD def2/J DEFGRID3
* xyz 0 1
C -1.05718 1.16109 -0.39143
C -0.55905 -0.10679 0.21867
C 1.77131 -0.20012 0.19920
C 0.54184 -0.93497 -0.39607
O -3.39881 -0.07197 0.71329
S -2.38074 -0.26241 -0.32755
H -1.32273 2.00207 0.39364
H -0.76626 1.52121 -1.30229
H -0.33546 -0.01936 1.28245
H 1.88357 0.89007 -0.03946
H 2.59391 -0.69078 -0.27145
H 1.92194 -0.38629 1.29576
H 0.44089 -1.88950 0.05617
H 0.66678 -1.01224 -1.43093
*
```

natural (NBO) population analysis, charges in e, atoms 1 to 2: -0.55, -0.37